DFT (ωB97M-V/def2-TZVPD) results for a molecular structure, C23H61FLiO8Zn at a distorted geometry.

```
95
Properties=species:S:1:pos:R:3:forces:R:3:lowdin_charge:R:1
Li -16.9010 -10.4801 -14.2961 -0.130 0.068 0.178 0.9589
Zn -13.1549 -11.5120 -9.4296 -0.576 -0.314 1.130 0.6946
F -14.0106 -11.7627 -6.1721 0.237 0.054 -1.186 -0.5774
C -17.2542 -15.1674 -9.8766 -0.855 -0.815 -1.478 -0.0688
C -17.7324 -13.8510 -10.5678 2.814 -0.028 0.573 -0.3488
O -16.6252 -13.0661 -10.9063 -1.498 -0.747 -0.188 -0.1397
H -16.4041 -15.0776 -9.2004 -0.502 0.169 0.124 0.0844
H -17.0202 -15.8941 -10.6546 0.961 0.365 -0.533 0.0670
H -18.1144 -15.7552 -9.5561 -0.190 0.610 1.231 0.0749
H -18.2551 -13.3162 -9.7748 -0.373 0.566 0.571 0.1360
H -18.4664 -14.0218 -11.3554 0.024 0.138 -0.346 0.1044
C -18.7098 -14.4399 -2.3992 0.113 -0.205 1.401 -0.0452
C -19.0625 -13.8804 -3.7327 0.250 -0.402 -2.175 -0.5519
C -20.4726 -13.8692 -4.1824 -1.492 0.098 0.017 -0.0778
O -18.6271 -12.5732 -3.9857 0.607 1.241 0.312 -0.0411
H -19.4946 -15.0248 -1.9195 -0.227 -0.162 -0.359 0.0788
H -18.5192 -13.6517 -1.6709 0.111 0.239 -0.151 0.0838
H -17.8263 -15.0779 -2.4247 0.072 0.090 -0.090 0.0771
H -18.6718 -14.4995 -4.5402 0.927 -0.482 0.200 0.1279
H -21.0868 -13.1754 -3.6083 -0.286 -0.377 0.370 0.0874
H -20.8351 -14.8962 -4.2260 -0.472 0.109 0.387 0.0860
H -20.5406 -13.4857 -5.2004 0.299 -0.030 -0.083 0.0783
H -17.6801 -12.5319 -4.1380 0.128 -0.110 0.144 0.0960
C -16.5429 -21.2468 -5.3515 -1.350 0.804 0.408 -0.0832
C -15.2843 -21.5328 -6.1105 0.023 -0.039 -0.043 -0.4972
C -15.6128 -22.2463 -7.4276 0.329 0.106 0.666 -0.0472
O -14.6030 -20.3294 -6.4605 0.334 0.063 -0.517 -0.0600
H -17.1269 -20.4675 -5.8411 0.081 0.211 -0.317 0.0831
H -16.3932 -20.8751 -4.3379 0.342 -0.080 0.094 0.0788
H -17.2593 -22.0650 -5.2780 0.397 -0.395 0.018 0.0789
H -14.6600 -22.1325 -5.4482 0.344 -0.229 -0.202 0.1314
H -15.8628 -21.4564 -8.1358 -0.343 -0.251 -0.108 0.0816
H -16.4384 -22.9226 -7.2058 -0.076 0.018 -0.480 0.0736
H -14.7899 -22.8312 -7.8386 0.094 0.126 0.108 0.0752
H -14.6279 -19.6408 -5.7920 -0.170 -0.318 0.368 0.0851
C -10.2160 -13.9722 -2.4436 0.905 -1.208 -0.285 -0.0716
C -11.0992 -15.1439 -1.8732 1.236 2.964 1.835 -0.4794
C -11.4990 -14.7976 -0.3965 0.071 -0.244 0.016 -0.0515
O -12.1575 -15.4125 -2.7077 -0.939 -1.311 -0.705 -0.0359
H -10.4939 -12.9254 -2.5661 -1.192 -0.258 0.068 0.0755
H -9.9047 -14.3836 -3.4038 0.118 0.454 -0.350 0.0683
H -9.2917 -13.8581 -1.8773 0.090 -0.421 0.291 0.0682
H -10.3945 -15.9733 -1.8143 -0.421 -0.377 -0.441 0.1301
H -12.5588 -14.5703 -0.2812 0.035 0.349 -0.288 0.0709
H -10.8733 -13.9821 -0.0338 -0.286 0.282 -0.089 0.0629
H -11.3252 -15.5745 0.3480 0.086 -0.506 -0.347 0.0628
H -12.5858 -14.6344 -3.0720 0.283 0.288 0.268 0.0995
C -16.2492 -21.2995 -15.9897 0.117 0.857 0.262 -0.0726
C -16.4533 -22.3529 -14.8558 -0.253 1.026 -1.332 -0.4679
C -17.8113 -22.1257 -14.1301 1.159 -0.580 0.043 -0.0506
O -16.3440 -23.5564 -15.5712 -0.480 -0.989 0.187 -0.0574
H -16.3142 -20.2354 -15.7628 -0.130 0.046 0.691 0.0661
H -17.0122 -21.4180 -16.7591 -0.264 -0.330 -0.011 0.0736
H -15.2944 -21.3793 -16.5094 0.117 -0.496 0.236 0.0766
H -15.5930 -22.3795 -14.1869 -0.264 0.340 0.341 0.1348
H -18.6877 -22.2442 -14.7673 0.210 0.607 -0.470 0.0764
H -17.6885 -21.1395 -13.6823 -0.680 0.049 0.074 0.0729
H -18.0190 -22.8690 -13.3604 0.511 0.031 0.271 0.0718
H -16.9009 -23.4004 -16.3374 -0.042 -0.564 -0.290 0.0763
C -20.7979 -5.5511 -12.5364 0.490 -1.428 -0.173 -0.0357
C -20.3848 -7.0492 -12.8534 0.732 2.757 2.368 -0.4825
C -21.3768 -7.8985 -13.5209 0.078 -0.711 -1.338 -0.0730
O -19.0749 -7.0305 -13.5011 -0.688 -0.987 0.166 -0.0812
H -20.7198 -4.9537 -13.4448 -0.530 0.152 0.001 0.0778
H -20.1208 -5.1245 -11.7964 0.299 -0.131 -0.126 0.0758
H -21.7662 -5.5315 -12.0363 -0.218 0.131 -0.537 0.0811
H -20.2829 -7.4689 -11.8527 0.695 -0.161 0.132 0.1238
H -22.3626 -7.9488 -13.0583 0.056 0.596 -0.057 0.0951
H -21.0190 -8.9258 -13.4515 0.097 -0.192 -0.364 0.0723
H -21.3831 -7.5817 -14.5638 -0.657 -0.316 -0.191 0.0904
H -18.8639 -6.1434 -13.8012 -0.242 0.111 0.081 0.0728
C -10.2667 -17.4371 -11.1943 0.518 -2.149 -0.802 -0.0879
C -10.5298 -16.0336 -11.6750 -0.520 -1.485 -0.744 -0.4845
C -11.3517 -15.9126 -13.0111 1.435 -0.384 1.260 -0.0384
O -11.2904 -15.5003 -10.6206 -0.301 1.693 0.352 -0.0706
H -11.1337 -18.0977 -11.1902 -0.670 0.403 0.196 0.0845
H -9.8264 -17.4945 -10.1988 -0.020 0.477 0.090 0.0895
H -9.6098 -18.0690 -11.7920 0.436 0.461 -0.427 0.0840
H -9.5299 -15.6250 -11.8214 -0.175 0.975 0.382 0.1312
H -12.1458 -16.6555 -12.9360 -0.276 0.355 -0.338 0.0749
H -10.6884 -16.1277 -13.8489 -0.130 -0.209 -0.105 0.0728
H -11.6773 -14.8784 -13.1228 -0.344 -0.167 0.097 0.0649
H -11.5451 -16.2247 -10.0445 0.007 0.106 0.057 0.0782
C -24.7237 -15.0865 -13.2215 1.156 0.677 0.697 -0.0637
C -26.2148 -14.9400 -13.3464 -0.519 1.191 -0.381 -0.5067
C -26.5569 -13.4824 -13.7481 0.588 1.117 1.457 -0.0612
O -26.7072 -15.7054 -14.3848 -0.334 -1.740 -1.940 -0.0538
H -24.2198 -14.7576 -14.1304 -0.199 -0.418 -0.366 0.0821
H -24.2653 -16.0012 -12.8456 -0.664 -0.511 -0.476 0.0788
H -24.3180 -14.3762 -12.5010 -0.405 0.384 0.286 0.0726
H -26.8083 -15.3702 -12.5396 0.630 1.006 1.241 0.1391
H -27.5989 -13.2047 -13.9069 -0.172 -0.695 -0.078 0.0752
H -25.9910 -13.0972 -14.5963 0.028 -0.739 -0.400 0.0778
H -26.2341 -12.7808 -12.9789 0.003 0.007 0.504 0.0666
H -27.6507 -15.7367 -14.2107 -0.110 -0.277 -0.541 0.0932
```
Forces are in eV/Å.

Values from the calculation:
Kohn-Sham gap	0.110	Eh
maximum force	0.072	hartree/bohr
HOMO	-10.83	eV
lowest unoccupied orbital energy	-7.837	eV
multiplicity	1
total charge	+1

---

DFT (ωB97M-V/def2-TZVPD) results for a molecular structure, C23H61N6O14Zn at a distorted geometry.

```
105
Properties=species:S:1:pos:R:3:forces:R:3:lowdin_charge:R:1
C 3.5248 -5.0574 -0.1867 -0.186 0.355 -0.046 0.0321
N 3.4258 -3.5584 -0.5199 -0.917 -2.192 -1.521 -0.3165
C 3.3510 -2.8324 0.7504 -0.396 0.894 1.413 -0.0262
C 4.6538 -3.0711 -1.2616 0.113 0.329 1.253 0.0189
C 2.2519 -3.3180 -1.4931 -0.097 1.195 1.003 -0.0821
C 0.8406 -3.7616 -1.0453 0.854 0.246 0.076 -0.1766
O 0.6265 -3.6672 0.3950 0.502 -1.752 -2.399 -0.0783
H 4.3151 -5.1684 0.5558 0.349 -0.092 -0.517 0.1069
H 3.6275 -5.6399 -1.1022 0.592 0.258 0.024 0.1108
H 2.6451 -5.4814 0.2975 -0.411 0.827 -0.023 0.1043
H 4.3260 -2.8034 1.2367 0.124 -0.049 -0.335 0.1131
H 2.6514 -3.2724 1.4611 0.038 -0.366 -0.480 0.1056
H 3.0057 -1.8048 0.6370 0.177 0.001 -0.517 0.0993
H 4.9090 -3.4880 -2.2359 -0.812 -0.390 0.138 0.1166
H 5.4594 -3.3021 -0.5646 0.255 0.399 -0.230 0.1086
H 4.4622 -2.0015 -1.3467 0.642 -0.021 -0.111 0.0730
H 2.5549 -3.7043 -2.4663 -0.101 -0.348 0.181 0.1374
H 2.1971 -2.2380 -1.6295 0.481 0.146 0.150 0.1060
H 0.7002 -4.7126 -1.5592 -0.423 -0.804 1.405 0.1217
H 0.1880 -3.1451 -1.6635 -0.352 0.454 0.516 0.1007
H 0.4532 -2.7518 0.6264 -0.509 1.365 0.039 0.0100
Zn 0.2611 -0.0010 2.7724 -0.135 0.201 -1.233 0.7003
O 0.5930 1.6824 1.6265 -0.731 -1.100 -0.410 -0.4703
C 0.7683 1.1943 0.2819 -0.197 -0.664 0.954 -0.2704
C -0.0656 -0.1693 -0.0353 0.271 0.180 0.716 -0.2683
O -0.2855 -1.0756 1.0631 0.994 1.261 0.499 -0.4812
H 1.8458 1.1055 0.1431 0.318 -0.969 -0.115 0.0554
H 0.5603 1.9947 -0.4282 -0.827 -0.075 -0.235 0.0885
H 0.3943 -0.7926 -0.8022 0.591 0.439 -0.496 0.0783
H -1.0328 0.1053 -0.4564 -0.255 0.346 0.049 0.0807
C 4.0674 0.5776 -3.1176 2.302 0.279 -0.274 -0.2412
C 4.0335 0.6939 -1.6372 -1.159 -0.837 1.825 -0.2231
O 5.1420 0.2033 -0.8243 -0.026 0.629 -2.153 -0.0667
O 3.7806 -0.7580 -3.4908 -0.581 -0.200 -0.117 -0.0635
H 5.0743 0.8021 -3.4698 0.345 0.151 -0.014 0.1257
H 3.4677 1.3668 -3.5711 -0.701 -0.388 0.028 0.1273
H 3.2029 0.0373 -1.3784 -0.551 -0.104 0.164 0.0901
H 3.6492 1.6775 -1.3673 0.742 0.337 0.260 0.1184
H 4.8859 0.2441 0.1000 -0.466 0.066 0.186 0.0187
H 3.8613 -0.8258 -4.4450 -0.010 -0.061 -0.105 0.0922
C -1.0987 4.7413 1.9966 -0.885 -0.253 0.362 -0.2488
C -2.3415 4.0492 1.4013 0.790 -0.394 0.750 -0.1924
O -2.1801 2.6226 1.5746 -1.447 0.350 -0.428 -0.1122
O 0.0473 4.4710 1.2482 -0.034 0.245 -0.453 -0.0673
H -0.9874 4.2759 2.9759 -0.034 0.279 0.450 0.1233
H -1.1780 5.8216 2.1185 -0.278 0.009 -0.099 0.1227
H -2.5052 4.3394 0.3634 0.132 -0.300 -0.305 0.1014
H -3.2602 4.2927 1.9350 0.108 0.191 0.163 0.1130
H -1.2840 2.2827 1.6302 1.016 0.275 -0.115 0.0228
H 0.1461 3.5225 1.3587 0.946 -0.773 -0.105 0.0228
C 3.9121 2.4918 2.5456 -0.097 -0.959 -0.759 -0.2092
C 4.8357 1.2110 2.4037 0.573 3.006 1.006 -0.2240
O 4.2580 0.0984 1.8140 -0.935 -0.594 0.033 -0.0933
O 3.6108 3.0499 1.2890 0.177 0.020 -0.454 -0.0582
H 4.3164 3.3039 3.1498 0.625 -0.364 0.064 0.1218
H 2.9575 2.2402 3.0077 -0.076 -0.432 0.369 0.1001
H 5.1871 1.0291 3.4193 0.238 -0.467 0.100 0.1156
H 5.6835 1.4640 1.7670 0.091 0.209 0.169 0.1245
H 3.4854 -0.0790 2.3555 -0.474 -0.402 -0.124 0.0757
H 2.8578 2.5595 0.9511 -0.272 0.153 -0.072 0.0360
O -3.2435 -3.1408 2.9623 -1.810 0.218 -0.872 0.0597
C -2.3061 -3.4536 3.6468 -2.448 -0.007 1.950 -0.6727
N -1.0997 -3.4355 3.2387 5.476 0.351 -2.010 0.1873
C -2.4659 -3.8924 5.0568 -0.714 1.034 0.095 0.0044
H -0.8689 -3.1812 2.2889 -0.349 0.103 -0.058 0.0701
H -0.3198 -3.2991 3.8658 -0.294 -0.411 0.147 0.1095
H -2.1065 -3.0779 5.6857 0.582 -0.227 0.246 0.0867
H -1.9163 -4.8264 5.1738 -0.558 -0.004 0.603 0.0919
H -3.5436 -3.8084 5.1969 0.033 -1.118 0.395 0.0929
O -4.3555 0.6685 -4.8050 0.828 0.898 -1.914 0.0280
C -4.4584 0.6657 -3.6049 0.039 -0.576 -0.469 -0.6488
N -5.1660 -0.2944 -3.0409 -0.432 -0.426 2.041 0.1729
C -3.8002 1.6795 -2.7017 0.114 0.410 -1.097 0.0020
H -5.3342 -0.1278 -2.0590 -0.782 -0.877 0.374 0.0493
H -5.6876 -0.9644 -3.5877 0.094 0.318 0.138 0.1274
H -4.5720 2.2431 -2.1776 0.218 -0.071 0.357 0.0820
H -3.3255 2.3290 -3.4372 0.129 0.299 0.340 0.0793
H -3.0244 1.2572 -2.0630 -0.321 -0.030 0.204 0.0637
O -4.1398 -3.9397 -0.7842 -0.009 0.510 0.010 0.0139
C -3.2200 -3.1233 -0.7802 -0.753 -2.085 -2.850 -0.6043
N -2.6671 -2.7111 0.3255 1.007 1.256 1.863 0.1828
C -2.6592 -2.6854 -2.1638 0.494 0.082 1.859 0.0020
H -3.0922 -2.9404 1.2126 -0.348 -0.359 0.179 0.0628
H -1.8289 -2.1651 0.4647 0.139 0.388 -0.669 0.0504
H -1.8695 -1.9533 -1.9947 -0.322 0.807 -0.245 0.0434
H -3.5356 -2.3347 -2.7088 0.568 -0.011 -0.403 0.0648
H -2.0772 -3.4947 -2.6047 -0.765 -0.412 -0.263 0.0674
O -6.0347 0.0770 -0.2199 2.753 2.545 1.463 -0.0658
C -5.1498 0.8188 0.3822 -5.823 -1.526 -0.719 -0.5376
N -3.9229 0.4276 0.4963 2.045 -0.345 -0.032 0.2054
C -5.5853 2.1287 1.0696 0.924 0.104 -0.443 0.0111
H -3.6772 -0.4431 0.0475 0.086 -0.080 0.171 0.0987
H -3.2112 1.0197 0.9000 0.049 0.121 0.091 0.0784
H -5.7495 2.8600 0.2783 -0.045 0.062 -0.085 0.0782
H -4.7799 2.5131 1.6955 0.093 -0.031 -0.023 0.0480
H -6.4860 2.1351 1.6835 -0.023 -0.769 -0.311 0.0840
O -0.0589 6.4013 -3.1328 0.062 -0.023 -0.557 0.0197
C -0.3580 5.7581 -2.1424 1.291 -0.231 -2.568 -0.6113
N -0.6934 6.3578 -1.0212 -1.289 -0.582 2.464 0.1796
C -0.2138 4.2290 -2.1387 0.407 0.559 0.303 0.0007
H -0.8640 7.3466 -0.9058 0.151 -0.260 -0.503 0.1263
H -1.0735 5.7137 -0.3424 0.279 0.575 0.416 0.0535
H 0.8145 3.9955 -1.8627 0.102 0.226 0.562 0.0750
H -0.2288 3.8143 -3.1466 -0.860 0.228 0.048 0.0839
H -0.8792 3.7829 -1.3995 -0.026 -0.376 -0.327 0.0534
```
Forces are in eV/Å.

Values from the calculation:
Kohn-Sham gap (alpha / beta)	0.261 / 0.262	Eh
maximum force	0.118	hartree/bohr
HOMO (alpha / beta)	-7.59 / -8.62	eV
lowest unoccupied orbital energy (alpha / beta)	-0.475 / -1.489	eV
multiplicity	2
expectation value of S²	0.7529
total charge	0